1.
{"formula": "C5H4N", "method": "ωB97M-V/def2-TZVPD", "elements": ["C", "C", "C", "C", "C", "N", "H", "H", "H", "H"], "positions_angstrom": [[1.4134, -0.8064, 0.0835], [1.9262, 0.6379, -0.3087], [0.1159, -0.4135, 0.0213], [0.8411, 0.9495, 0.4432], [-2.3962, 0.0254, -0.0634], [-1.1087, -0.1171, -0.0048], [1.9383, -1.5044, 0.6256], [2.9454, 1.0524, -0.5448], [-2.6712, 0.8796, -0.7101], [-3.0043, -0.7034, 0.4583]], "forces_ev_per_angstrom": [[0.63, 4.12, -2.93], [0.04, -2.00, 1.82], [-2.73, 2.66, 0.91], [2.46, 0.43, 0.53], [3.52, 0.29, -0.73], [-2.11, -2.82, -1.25], [0.69, -1.77, 1.25], [-1.48, -0.61, -0.32], [-0.64, -0.92, 0.20], [-0.39, 0.63, 0.53]], "lowdin_charge": [0.1055, 0.0693, -0.1690, 0.1351, 0.2100, 0.1241, 0.1151, 0.1528, 0.1349, 0.1223], "e_above_lowest_kcal_mol": 82.74, "smiles": "C=[N+]=C1C2=C[C@@H]21", "total_charge": 1, "lumo_ev": -5.88}



2.
{"formula": "C3H4F3IO", "method": "ωB97M-V/def2-TZVPD", "elements": ["C", "C", "C", "O", "F", "F", "F", "I", "H", "H", "H", "H"], "positions_angstrom": [[1.4781, -0.1636, -0.0056], [0.1843, 0.2637, -0.6160], [-1.2580, -0.3230, 0.6430], [0.0795, 1.5829, -0.7110], [-1.2306, 0.6069, 1.6119], [-1.0790, -1.5104, 1.2672], [-2.4843, -0.3397, 0.0769], [-0.3870, -1.0090, -2.4425], [2.1537, -0.1805, -0.7420], [1.7802, 0.3983, 0.8584], [1.5183, -1.1736, 0.3585], [-0.7553, 1.8479, -0.2988]], "forces_ev_per_angstrom": [[-1.91, -0.97, 1.83], [-3.14, -3.12, 2.61], [1.85, 0.18, -1.40], [-0.48, 0.71, -0.18], [-0.28, 0.28, -0.18], [0.20, 0.71, -0.92], [0.93, 0.22, 0.32], [0.52, 0.96, 0.97], [3.06, 0.52, -2.68], [-0.04, 0.93, 0.06], [-0.74, -0.75, -0.05], [0.04, 0.33, -0.38]], "lowdin_charge": [-0.1037, -0.7158, -0.5247, -0.0069, 0.1074, 0.1067, 0.0773, 0.7239, 0.0302, 0.0988, 0.0855, 0.1214], "e_above_lowest_kcal_mol": 14.62, "lumo_ev": -0.02}



3.
{"formula": "C4H12O3", "method": "ωB97M-V/def2-TZVPD", "elements": ["O", "C", "C", "C", "C", "H", "H", "H", "H", "H", "H", "H", "H", "H", "H", "O", "H", "H", "O"], "positions_angstrom": [[2.0780, 2.0248, 0.9859], [1.8266, 1.3300, 0.0332], [0.4561, 0.7572, -0.1952], [0.3860, -0.7603, -0.1893], [-1.0376, -1.2686, -0.2845], [2.5937, 1.0959, -0.7205], [-0.2176, 1.1480, 0.5662], [0.1806, 1.0985, -1.1867], [0.9383, -1.2095, -1.0147], [0.8242, -1.1703, 0.7221], [-1.1666, -2.3024, 0.0434], [-1.4060, -1.3151, -1.3092], [-1.6872, -0.7544, 0.4215], [3.7137, 2.1570, 1.8136], [4.7743, 3.3035, 1.5393], [4.6529, 2.4044, 1.8359], [-5.3453, -2.0114, -1.7168], [-5.6097, -2.1051, -0.2515], [-5.9546, -2.4222, -1.0927]], "forces_ev_per_angstrom": [[-0.10, -0.04, 0.00], [-0.52, -0.19, 0.36], [0.33, -0.01, -0.06], [0.19, -0.83, 0.11], [-0.51, -0.81, 0.29], [0.20, -0.04, -0.05], [0.00, 0.20, -0.11], [-0.45, 0.24, -0.27], [0.29, 0.19, -0.05], [0.13, 0.20, 0.10], [0.59, -0.18, 0.04], [-0.25, 0.68, 0.04], [-0.26, 0.49, -0.41], [0.35, 0.70, -0.34], [-0.44, 0.19, -0.10], [0.46, -0.78, 0.44], [-0.16, -0.13, -0.19], [-0.19, -0.12, 0.17], [0.35, 0.25, 0.02]], "lowdin_charge": [0.0404, -0.2296, -0.1711, -0.2677, -0.1234, 0.1360, 0.1216, 0.1216, 0.1110, 0.1146, 0.0709, 0.0739, 0.0725, -0.0124, 0.0214, -0.0792, 0.0299, 0.0293, -0.0598], "e_above_lowest_kcal_mol": 14.01, "smiles": "CCCC=O.O.O", "lumo_ev": 0.50}



4.
{"formula": "C3H16NO4", "method": "ωB97M-V/def2-TZVPD", "elements": ["C", "C", "C", "O", "N", "H", "H", "H", "H", "H", "H", "H", "H", "H", "H", "H", "H", "O", "H", "H", "O", "H", "H", "O"], "positions_angstrom": [[2.2209, -1.3148, 0.8346], [1.6008, -1.0340, -0.6261], [0.4917, -2.0422, -0.8571], [1.1912, 0.2809, -0.7073], [2.4094, 0.0081, 1.5134], [1.5680, -1.9295, 1.4855], [3.2297, -1.8207, 0.8333], [2.4304, -1.1240, -1.3316], [0.6879, -3.0931, -0.4892], [0.2979, -2.2715, -1.9371], [-0.4290, -1.7844, -0.3397], [0.2792, 0.4081, -0.4286], [1.4805, 0.5039, 1.5832], [2.9128, 0.6973, 0.9689], [2.6885, -0.0972, 2.5023], [-0.9587, 0.0452, 2.4306], [-1.1170, 0.8421, 1.0247], [-0.5072, 0.3874, 1.6577], [-4.4617, 3.1780, -3.2104], [-4.7542, 2.3410, -2.0512], [-4.0087, 2.8546, -2.3892], [-2.2800, 2.4214, 0.0759], [-2.7251, 1.0826, -0.6426], [-2.2474, 1.4608, 0.1000]], "forces_ev_per_angstrom": [[0.59, -0.36, -0.24], [0.62, -1.46, 1.45], [-0.07, -2.17, -1.07], [-0.05, 1.18, -0.36], [-1.85, 0.53, 1.08], [0.17, 0.55, -0.45], [-1.09, 0.54, -0.32], [-0.21, -0.20, -0.04], [0.41, 1.18, -0.02], [-0.01, 0.83, 0.81], [-0.09, 0.42, -0.07], [-0.09, -0.30, 0.01], [0.03, -0.85, -0.11], [0.91, -0.16, -0.01], [0.54, 0.20, -0.76], [-0.45, 0.19, -0.14], [-0.42, -0.32, 0.75], [1.22, -0.07, -0.17], [1.09, -0.05, 0.79], [0.19, -0.10, 0.45], [-1.28, 0.07, -1.12], [-0.30, 0.04, -0.43], [-0.07, 0.39, -0.21], [0.21, -0.09, 0.21]], "lowdin_charge": [-0.0819, -0.4059, -0.0448, -0.0234, 0.1505, 0.1305, 0.1450, 0.1488, 0.1053, 0.1029, 0.0777, 0.0719, 0.1282, 0.1636, 0.1812, 0.0652, -0.0103, -0.0732, 0.0699, 0.0337, -0.0814, 0.0857, 0.0734, -0.0127], "e_above_lowest_kcal_mol": 15.10, "total_charge": 1, "lumo_ev": -2.89}



5.
{"formula": "C28H57NO14", "method": "ωB97M-V/def2-TZVPD", "elements": ["C", "O", "C", "C", "C", "N", "C", "O", "C", "C", "O", "O", "C", "H", "H", "H", "H", "H", "H", "H", "H", "H", "H", "H", "H", "H", "H", "H", "H", "H", "O", "C", "O", "C", "C", "C", "H", "H", "H", "H", "H", "H", "H", "H", "O", "C", "O", "C", "C", "C", "H", "H", "H", "H", "H", "H", "H", "H", "O", "C", "O", "C", "C", "C", "H", "H", "H", "H", "H", "H", "H", "H", "O", "C", "O", "C", "C", "C", "H", "H", "H", "H", "H", "H", "H", "H", "O", "C", "O", "C", "C", "C", "H", "H", "H", "H", "H", "H", "H", "H"], "positions_angstrom": [[1.5123, -2.0416, 1.6475], [1.6646, -3.4431, 1.5431], [0.4559, -4.1766, 1.5080], [0.0920, -4.7042, 0.0809], [-0.3435, -6.1714, 0.1964], [-1.4409, -6.3592, 1.1580], [-1.0715, -3.9245, -0.5252], [-1.0084, -2.5179, -0.2013], [-2.1186, -1.8283, -0.5524], [-2.5962, -0.8376, 0.4694], [-2.6477, -1.9856, -1.6249], [1.2508, -4.7636, -0.7339], [1.4926, -3.6425, -1.5592], [1.1806, -1.5930, 0.7072], [0.7852, -1.7847, 2.4216], [2.4848, -1.6360, 1.9255], [0.5881, -5.0412, 2.1617], [-0.3661, -3.5949, 1.9295], [-0.5638, -6.5438, -0.8093], [0.5352, -6.7124, 0.5496], [-2.3256, -6.3374, 0.6626], [-1.3889, -7.2981, 1.5355], [-1.1398, -4.0700, -1.6003], [-2.0000, -4.3055, -0.0929], [-3.6674, -0.7241, 0.3203], [-2.3751, -1.1464, 1.4912], [-2.1171, 0.1259, 0.2827], [2.5212, -3.7153, -1.9138], [0.8525, -3.6851, -2.4435], [1.3675, -2.7003, -1.0280], [-0.6279, -5.3829, -3.3742], [-1.3360, -5.1400, -4.3142], [-1.9907, -6.1589, -4.9065], [-2.9926, -5.9570, -5.9080], [-2.3963, -5.8346, -7.2944], [-1.4512, -3.7441, -4.8786], [-3.6225, -5.1036, -5.6551], [-3.6217, -6.8437, -5.8476], [-1.7544, -4.9577, -7.3793], [-3.1882, -5.7528, -8.0396], [-1.7921, -6.7127, -7.5216], [-0.6513, -3.5986, -5.6049], [-1.3166, -3.0398, -4.0600], [-2.4051, -3.5297, -5.3528], [-1.4838, -1.5051, 3.4648], [-1.2297, -0.6074, 4.2264], [-2.1543, 0.3482, 4.4159], [-2.0315, 1.3659, 5.4217], [-1.2358, 2.5599, 4.9465], [0.1142, -0.4922, 4.9038], [-1.6283, 0.9407, 6.3422], [-3.0571, 1.6641, 5.6335], [-0.2047, 2.2861, 4.7142], [-1.2251, 3.3287, 5.7110], [-1.6815, 2.9780, 4.0457], [0.7891, 0.0515, 4.2427], [0.5063, -1.4956, 5.0496], [0.0845, 0.0090, 5.8673], [4.9702, 1.5211, -0.8993], [4.0162, 1.3674, -1.6137], [2.7956, 1.6803, -1.1255], [1.6250, 1.7222, -1.9507], [0.9750, 0.3623, -2.0905], [4.1250, 0.7823, -2.9990], [1.8514, 2.1699, -2.9185], [0.9520, 2.4052, -1.4325], [1.6302, -0.3456, -2.5989], [0.0480, 0.4410, -2.6603], [0.7445, -0.0523, -1.1076], [4.0771, -0.3049, -2.9216], [5.0936, 1.0616, -3.4055], [3.3699, 1.1353, -3.6867], [3.1986, 3.0553, -4.9249], [3.8980, 3.9658, -5.2833], [5.2252, 3.7614, -5.3395], [6.1419, 4.7102, -5.8979], [6.5783, 5.7428, -4.8808], [3.3373, 5.3338, -5.5861], [5.7230, 5.1662, -6.7957], [6.9938, 4.1113, -6.2147], [5.7406, 6.3511, -4.5394], [7.3276, 6.4050, -5.3151], [7.0091, 5.2513, -4.0089], [3.2930, 5.9003, -4.6561], [2.3263, 5.2061, -5.9635], [3.9080, 5.8991, -6.3179], [-2.3160, 5.4149, 5.6096], [-2.7953, 5.6673, 6.6810], [-3.6957, 4.8027, 7.1956], [-4.1990, 4.9055, 8.5330], [-5.3870, 5.8393, 8.6241], [-2.4745, 6.9410, 7.4252], [-3.4021, 5.1854, 9.2230], [-4.4987, 3.8910, 8.7906], [-5.1157, 6.8622, 8.3627], [-5.7883, 5.8401, 9.6378], [-6.1705, 5.5172, 7.9387], [-3.1566, 7.7195, 7.0843], [-1.4599, 7.2323, 7.1675], [-2.5437, 6.8589, 8.5066]], "forces_ev_per_angstrom": [[0.02, -0.11, 0.10], [-0.10, 0.14, 0.04], [0.04, -0.11, -0.02], [0.00, 0.18, 0.30], [0.07, 0.00, -0.06], [-0.02, -0.23, -0.28], [-0.06, -0.14, -0.30], [-0.27, -0.07, 0.52], [0.24, 0.18, -0.46], [0.09, -0.06, 0.02], [-0.20, -0.19, 0.07], [-0.14, 0.06, -0.01], [0.19, -0.18, -0.18], [0.03, 0.06, 0.01], [-0.05, 0.01, -0.02], [0.02, 0.01, -0.09], [0.11, -0.03, -0.06], [-0.01, 0.04, -0.03], [-0.03, 0.03, 0.00], [0.00, 0.01, 0.00], [-0.02, 0.11, 0.09], [0.05, 0.07, 0.11], [0.18, 0.02, 0.02], [0.04, 0.04, 0.11], [0.01, 0.12, 0.03], [0.02, 0.00, -0.16], [0.01, 0.00, 0.01], [0.04, -0.04, 0.16], [-0.10, 0.19, 0.04], [-0.01, 0.04, -0.03], [-0.07, -0.16, -0.11], [0.10, 0.13, -0.08], [-0.07, -0.07, 0.13], [-0.05, 0.01, -0.13], [0.11, 0.02, 0.02], [-0.20, 0.08, 0.16], [0.03, 0.02, 0.01], [0.04, -0.02, 0.03], [-0.04, 0.03, 0.00], [-0.01, -0.01, 0.00], [-0.03, -0.02, -0.01], [0.00, -0.01, -0.02], [0.07, -0.03, 0.01], [0.04, -0.02, -0.08], [0.03, 0.00, 0.13], [0.08, 0.05, -0.10], [-0.13, -0.07, 0.05], [0.00, 0.16, 0.07], [0.22, -0.30, -0.17], [-0.07, -0.16, 0.23], [0.02, -0.02, -0.03], [-0.02, -0.03, -0.05], [-0.01, -0.02, 0.04], [-0.04, 0.08, 0.02], [-0.05, 0.07, 0.05], [0.00, 0.02, 0.00], [0.02, 0.00, -0.12], [0.02, 0.09, -0.05], [-0.03, 0.02, -0.01], [0.03, -0.13, 0.01], [0.00, 0.14, 0.06], [-0.13, -0.03, -0.08], [0.06, -0.11, 0.07], [0.11, 0.08, -0.02], [0.05, -0.02, -0.01], [0.04, -0.01, 0.04], [-0.02, 0.02, -0.05], [-0.01, 0.01, 0.00], [-0.04, 0.02, -0.01], [-0.01, 0.00, 0.04], [0.05, -0.07, 0.07], [-0.10, -0.07, -0.04], [-0.09, 0.13, -0.10], [0.00, 0.05, 0.19], [0.02, -0.13, -0.13], [0.10, 0.12, 0.01], [-0.08, -0.02, 0.08], [-0.04, -0.04, -0.27], [-0.03, 0.00, 0.02], [-0.02, -0.05, 0.02], [0.00, 0.03, -0.04], [0.01, -0.01, -0.01], [0.03, -0.01, -0.02], [0.02, 0.01, 0.01], [-0.03, -0.03, 0.10], [0.05, 0.04, 0.08], [-0.05, 0.13, 0.06], [-0.09, 0.10, -0.08], [0.09, -0.14, 0.03], [-0.10, 0.04, 0.09], [0.01, 0.06, -0.10], [0.19, -0.10, 0.14], [0.01, 0.02, -0.02], [0.01, -0.01, -0.05], [0.02, 0.00, 0.05], [0.00, -0.01, 0.00], [-0.01, -0.03, 0.02], [-0.02, 0.01, 0.01], [-0.04, 0.03, -0.10], [-0.09, 0.03, -0.01]], "lowdin_charge": [-0.0887, -0.1527, -0.1208, -0.4199, -0.1932, 0.0200, -0.0834, -0.0249, -0.5242, 0.0380, 0.0985, -0.1074, -0.0733, 0.0585, 0.0616, 0.0945, 0.1234, 0.1187, 0.1188, 0.1281, 0.0643, 0.0674, 0.1010, 0.1360, 0.0902, 0.0577, 0.0932, 0.0982, 0.0719, 0.0664, 0.0989, -0.5034, 0.0037, -0.2372, -0.0647, 0.0261, 0.1122, 0.1221, 0.0677, 0.0808, 0.0832, 0.0977, 0.0807, 0.0739, 0.0807, -0.5161, 0.0067, -0.2254, -0.0602, 0.0136, 0.1108, 0.1231, 0.0726, 0.0581, 0.0884, 0.0959, 0.0946, 0.0706, 0.0967, -0.5214, -0.0031, -0.2280, -0.0557, 0.0093, 0.0974, 0.1215, 0.0692, 0.0856, 0.0652, 0.0943, 0.0902, 0.0436, 0.0935, -0.5096, 0.0052, -0.2321, -0.0612, 0.0176, 0.1111, 0.1235, 0.0686, 0.0820, 0.0863, 0.0978, 0.0912, 0.0713, 0.0982, -0.5210, -0.0055, -0.2362, -0.0630, 0.0158, 0.1112, 0.1227, 0.0683, 0.0823, 0.0845, 0.0966, 0.0920, 0.0710], "e_above_lowest_kcal_mol": 0.00, "smiles": "COC[C@@](CN)(COC(C)=O)OC.CCOC(C)=O.CCOC(C)=O.CCOC(C)=O.CCOC(C)=O.CCOC(C)=O", "lumo_ev": 0.58}



6.
{"formula": "C2H3EuO2", "method": "ωB97M-V/def2-TZVPD", "elements": ["C", "C", "O", "O", "H", "H", "Eu", "H"], "positions_angstrom": [[0.6639, 0.7192, 0.3266], [-0.0683, 0.4058, -0.8995], [-0.8524, -0.7020, -0.9474], [0.3417, -0.1776, 1.2613], [1.0376, 0.3887, -1.3709], [0.7994, -0.0218, 2.0965], [-1.3986, -1.9769, 0.7695], [-0.5232, 1.3646, -1.2362]], "forces_ev_per_angstrom": [[-0.18, 1.25, 0.38], [1.31, 0.16, 0.31], [0.15, 0.24, -0.14], [-0.21, -0.87, 0.40], [-1.52, -0.34, -0.36], [0.27, 0.24, -0.18], [-0.23, -0.27, -0.14], [0.41, -0.41, -0.27]], "mulliken_spin": [0.0076, -0.0043, -0.0135, -0.0130, 0.0017, -0.0052, 8.0264, 0.0005], "e_above_lowest_kcal_mol": 17.78, "spin_multiplicity": 9, "s_squared": 20.009, "lumo_ev": [0.16, 0.04]}



Copy entry 2 word for word.
{"formula": "C3H4F3IO", "method": "ωB97M-V/def2-TZVPD", "elements": ["C", "C", "C", "O", "F", "F", "F", "I", "H", "H", "H", "H"], "positions_angstrom": [[1.4781, -0.1636, -0.0056], [0.1843, 0.2637, -0.6160], [-1.2580, -0.3230, 0.6430], [0.0795, 1.5829, -0.7110], [-1.2306, 0.6069, 1.6119], [-1.0790, -1.5104, 1.2672], [-2.4843, -0.3397, 0.0769], [-0.3870, -1.0090, -2.4425], [2.1537, -0.1805, -0.7420], [1.7802, 0.3983, 0.8584], [1.5183, -1.1736, 0.3585], [-0.7553, 1.8479, -0.2988]], "forces_ev_per_angstrom": [[-1.91, -0.97, 1.83], [-3.14, -3.12, 2.61], [1.85, 0.18, -1.40], [-0.48, 0.71, -0.18], [-0.28, 0.28, -0.18], [0.20, 0.71, -0.92], [0.93, 0.22, 0.32], [0.52, 0.96, 0.97], [3.06, 0.52, -2.68], [-0.04, 0.93, 0.06], [-0.74, -0.75, -0.05], [0.04, 0.33, -0.38]], "lowdin_charge": [-0.1037, -0.7158, -0.5247, -0.0069, 0.1074, 0.1067, 0.0773, 0.7239, 0.0302, 0.0988, 0.0855, 0.1214], "e_above_lowest_kcal_mol": 14.62, "lumo_ev": -0.02}



- Number 2 is which compound?
  C3H4F3IO



Copy entry 1 word for word.
{"formula": "C5H4N", "method": "ωB97M-V/def2-TZVPD", "elements": ["C", "C", "C", "C", "C", "N", "H", "H", "H", "H"], "positions_angstrom": [[1.4134, -0.8064, 0.0835], [1.9262, 0.6379, -0.3087], [0.1159, -0.4135, 0.0213], [0.8411, 0.9495, 0.4432], [-2.3962, 0.0254, -0.0634], [-1.1087, -0.1171, -0.0048], [1.9383, -1.5044, 0.6256], [2.9454, 1.0524, -0.5448], [-2.6712, 0.8796, -0.7101], [-3.0043, -0.7034, 0.4583]], "forces_ev_per_angstrom": [[0.63, 4.12, -2.93], [0.04, -2.00, 1.82], [-2.73, 2.66, 0.91], [2.46, 0.43, 0.53], [3.52, 0.29, -0.73], [-2.11, -2.82, -1.25], [0.69, -1.77, 1.25], [-1.48, -0.61, -0.32], [-0.64, -0.92, 0.20], [-0.39, 0.63, 0.53]], "lowdin_charge": [0.1055, 0.0693, -0.1690, 0.1351, 0.2100, 0.1241, 0.1151, 0.1528, 0.1349, 0.1223], "e_above_lowest_kcal_mol": 82.74, "smiles": "C=[N+]=C1C2=C[C@@H]21", "total_charge": 1, "lumo_ev": -5.88}